Run A
# C4H8N2O

One molecule with the formula C4H8N2O (wB97M-V/def2-TZVPD, the Open Molecules 2025 dataset).

<S²>: 2.0194
HOMO level (spin up / spin down), eV: -5.57 / -8.79
2S+1: 3
Lowest unoccupied orbital energy (spin up / spin down), eV: 1.047 / -2.676
Orbital gap (spin up / spin down), eV: 6.622 / 6.110

Each line ends with the Mulliken charge.
Atoms and positions in Å:
C: 1.83 1.58 -0.11  -0.8617
C: 2.26 -1.48 -0.03  -0.5892
C: 1.15 0.50 -0.45  0.7159
C: -2.26 -0.57 -0.07  -0.7260
N: 1.51 -0.77 -0.74  -0.3019
N: -1.10 -0.50 -0.93  -0.2963
O: -0.45 0.72 -0.76  -0.2611
H: 1.37 2.55 -0.05  0.3416
H: 2.88 1.50 0.08  0.3562
H: 2.52 -2.46 -0.40  0.2951
H: 2.67 -1.18 0.93  0.2912
H: -1.91 -0.72 0.96  0.2588
H: -2.88 0.33 -0.10  0.2707
H: -2.85 -1.43 -0.37  0.2981
H: -1.37 -0.54 -1.91  0.2086

Run B
# C4H8N2O

One molecule with the formula C4H8N2O (wB97M-V/def2-TZVPD, the Open Molecules 2025 dataset).

<S²>: 2.0089
HOMO level (spin up / spin down), eV: -4.81 / -10.54
2S+1: 3
Lowest unoccupied orbital energy (spin up / spin down), eV: 0.823 / -2.416
Orbital gap (spin up / spin down), eV: 5.633 / 8.127

Each line ends with the Mulliken charge.
Atoms and positions in Å:
C: 0.26 1.63 -1.19  -0.5885
C: 0.27 0.13 1.71  0.1486
C: -1.19 -1.00 0.09  -1.1686
C: 1.11 -0.62 -0.46  -0.6225
N: 1.10 0.79 -1.55  -0.3039
N: 0.08 -0.58 0.53  0.0174
O: -0.75 0.43 2.32  -0.5165
H: 0.37 2.41 -1.98  0.2613
H: -0.59 1.78 -0.45  0.3398
H: 1.26 0.23 2.08  0.3641
H: -1.47 -0.68 -0.89  0.4784
H: -1.34 -1.98 0.29  0.3992
H: -2.04 -0.49 0.57  0.3784
H: 0.93 -1.47 -1.04  0.3941
H: 2.01 -0.58 -0.03  0.4185

What should be chosen as the least stable of them? Choose run A.

Run A
# C2H8N4O2

C2H8N4O2 as an isolated structure (wB97M-V/def2-TZVPD, the Open Molecules 2025 dataset).

HOMO level, eV: -8.53
Lowest unoccupied orbital energy, eV: 0.213
Orbital gap, eV: 8.744

Each line ends with the Mulliken charge.
Atoms and positions in Å:
C: -1.00 -1.07 -1.07  -0.7584
C: 0.48 0.66 -0.18  0.2927
H: 0.04 -1.55 -1.53  0.3261
H: -1.83 -0.32 -1.64  0.2561
H: -1.71 -2.19 -0.65  0.2703
H: 0.00 -2.36 1.05  0.2819
H: -0.83 -0.89 2.30  0.2823
H: -1.12 1.64 -0.61  0.2754
H: 1.12 2.65 -0.44  0.4765
H: 1.73 -0.61 1.48  0.4478
N: -0.51 -0.37 0.26  0.1182
N: -0.13 -1.23 1.33  -0.7462
N: -0.26 1.48 -1.03  -0.1500
N: 1.56 1.15 0.49  -0.4351
O: 0.23 2.75 -1.08  -0.5060
O: 2.22 0.26 1.32  -0.4315

Run B
# C2H8N4O2

A 2-piece molecular cluster, C2H8N4O2 overall (wB97M-V/def2-TZVPD, the Open Molecules 2025 dataset).

HOMO level (spin up / spin down), eV: -8.21 / -8.21
Lowest unoccupied orbital energy (spin up / spin down), eV: -0.223 / -0.223
Orbital gap (spin up / spin down), eV: 7.985 / 7.985

Each line ends with the Mulliken charge.
Atoms and positions in Å:
N: 0.45 -0.58 -0.13  0.0560
N: 0.04 -1.92 -0.14  -0.7167
C: 0.53 1.39 -2.12  -0.2663
N: -0.38 0.82 -1.46  -0.1963
H: 1.46 -0.53 -0.11  0.2273
H: 0.69 -2.48 -0.69  0.2473
H: -0.88 -1.96 -0.57  0.2040
H: 1.51 1.66 -1.74  0.2586
H: 0.26 1.63 -3.16  0.2904
C: -0.12 0.33 0.95  0.7991
N: -1.34 -0.13 1.53  -0.6199
O: 0.90 0.33 1.95  -0.5418
O: -0.27 1.49 0.32  -0.5512
H: 0.62 0.97 2.61  0.3524
H: -2.14 0.10 0.96  0.2162
H: -1.32 -1.11 1.80  0.2409

Run C
# C2H8N4O2

One molecule with the formula C2H8N4O2 (wB97M-V/def2-TZVPD, the Open Molecules 2025 dataset).

HOMO level, eV: -8.42
Lowest unoccupied orbital energy, eV: 0.561
Orbital gap, eV: 8.981

Each line ends with the Mulliken charge.
Atoms and positions in Å:
C: -0.81 1.18 -0.55  -1.0527
N: 0.35 0.44 -0.18  0.0853
N: 1.23 1.04 0.74  -0.6772
C: 0.31 -0.95 -0.13  0.4565
N: 1.31 -1.73 -0.05  -0.4695
O: 2.56 -1.18 0.00  -0.3334
N: -0.99 -1.57 -0.31  -0.2342
O: -1.87 -1.19 0.79  -0.4284
H: -1.37 0.69 -1.33  0.4252
H: -1.50 1.41 0.30  0.3137
H: -0.50 2.17 -1.01  0.3144
H: 1.56 1.88 0.30  0.2550
H: 0.70 1.30 1.57  0.2479
H: 2.42 -0.20 -0.20  0.4219
H: -0.85 -2.58 -0.25  0.3378
H: -2.55 -0.69 0.31  0.3379

What should be chosen as the least stable of them? Choose run A.

Run A
# C5H11N2

An isolated ion of composition C5H11N2 and charge +1 (wB97M-V/def2-TZVPD, the Open Molecules 2025 dataset).

Charge: +1
HOMO level, eV: -12.94
Lowest unoccupied orbital energy, eV: -5.203
Orbital gap, eV: 7.742

Each line ends with the Mulliken charge.
Atoms and positions in Å:
C: 1.28 1.11 -0.28  -0.8916
C: 0.37 0.12 -0.09  0.6215
N: 0.46 -0.79 0.89  -0.3596
C: 1.63 -0.85 1.74  -1.1086
N: -1.02 0.14 -0.62  0.1159
C: -1.84 -0.51 0.10  -0.3067
C: -1.32 0.67 -1.93  -0.8546
H: 2.31 0.92 0.25  0.2800
H: 1.03 2.06 -0.75  0.2711
H: 0.02 -1.68 0.70  0.3202
H: 1.73 0.19 2.28  0.3976
H: 1.44 -1.44 2.61  0.3344
H: 2.58 -1.15 1.21  0.3521
H: -1.78 -0.81 1.10  0.4417
H: -2.71 -0.65 -0.47  0.3517
H: -0.52 1.30 -2.31  0.3167
H: -1.43 0.06 -2.76  0.3288
H: -2.24 1.28 -1.66  0.3895

Run B
# C5H11N2

An isolated ion of composition C5H11N2 and charge +1 (wB97M-V/def2-TZVPD, the Open Molecules 2025 dataset).

Charge: +1
HOMO level, eV: -12.87
Lowest unoccupied orbital energy, eV: -3.144
Orbital gap, eV: 9.729

Each line ends with the Mulliken charge.
Atoms and positions in Å:
C: 0.87 -1.10 -2.34  -0.2582
N: 0.30 -1.02 -1.21  -0.4257
C: -0.97 -0.29 -1.17  -0.5252
C: -1.06 0.90 -0.57  -0.2519
C: -0.69 1.21 0.84  -0.4898
C: -0.23 0.13 1.79  -0.7863
N: 1.10 -0.45 1.33  -0.1983
H: 0.42 -0.90 -3.31  0.2793
H: 1.85 -1.54 -2.46  0.2442
H: -1.59 -0.58 -2.01  0.4984
H: -1.57 1.70 -1.11  0.3371
H: -1.57 1.75 1.20  0.3547
H: 0.03 2.05 0.87  0.3563
H: -0.22 0.45 2.83  0.4409
H: -0.92 -0.73 1.67  0.3661
H: 1.77 0.33 1.42  0.3805
H: 1.04 -0.71 0.28  0.3131
H: 1.43 -1.20 1.94  0.3648

What should be chosen as the least stable of them? Choose run A.

Run A
# C5H11N2

A 2-piece molecular cluster, C5H11N2 overall (wB97M-V/def2-TZVPD, the Open Molecules 2025 dataset).

Charge: +1
HOMO level (spin up / spin down), eV: -13.33 / -13.33
Lowest unoccupied orbital energy (spin up / spin down), eV: -4.803 / -4.803
Orbital gap (spin up / spin down), eV: 8.525 / 8.525

Each line ends with the Mulliken charge.
Atoms and positions in Å:
C: -1.73 -0.17 -0.22  0.7793
C: -0.85 -0.59 -1.18  -0.0711
C: -2.61 0.68 0.52  -1.0939
C: 2.01 1.03 -0.38  -0.8308
C: 1.13 -1.00 0.83  -0.9917
N: -1.32 -1.44 -0.22  -0.4378
N: 1.48 -0.34 -0.35  -0.2585
H: -0.53 -0.48 -2.15  0.4449
H: -2.28 0.91 1.48  0.3195
H: -3.52 0.19 0.60  0.3490
H: -2.86 1.72 0.19  0.3356
H: 3.10 1.09 -0.28  0.3223
H: 1.82 1.36 -1.39  0.3088
H: 1.67 1.74 0.45  0.2773
H: 1.97 -1.63 1.20  0.3263
H: 0.72 -0.59 1.66  0.4114
H: 0.19 -1.66 0.49  0.4679
H: 1.62 -0.82 -1.26  0.3418

Run B
# C5H11N2

An isolated ion of composition C5H11N2 and charge +1 (wB97M-V/def2-TZVPD, the Open Molecules 2025 dataset).

Charge: +1
HOMO level, eV: -13.84
Lowest unoccupied orbital energy, eV: -3.435
Orbital gap, eV: 10.405

Each line ends with the Mulliken charge.
Atoms and positions in Å:
H: 1.71 2.48 0.52  0.2304
N: 1.29 1.75 -0.03  -0.5905
C: 1.77 0.60 -0.25  0.5892
C: 2.45 -0.52 0.44  -0.7593
C: 1.37 -0.67 -0.69  -0.2217
C: -0.09 -0.93 -0.07  -0.6542
N: -0.85 0.27 -0.45  -0.2351
C: -2.17 0.53 0.20  -0.9470
H: 2.21 -0.74 1.54  0.2204
H: 3.47 -0.89 0.27  0.2817
H: 1.89 -1.12 -1.53  0.4183
H: -0.59 -1.97 -0.51  0.3509
H: -0.06 -1.16 0.96  0.3430
H: -0.14 1.13 -0.35  0.4695
H: -1.09 0.31 -1.46  0.3963
H: -2.76 -0.44 0.19  0.3274
H: -2.63 1.24 -0.41  0.4083
H: -2.01 0.96 1.14  0.3725

Run C
# C5H11N2

A 2-piece molecular cluster, C5H11N2 overall (wB97M-V/def2-TZVPD, the Open Molecules 2025 dataset).

Charge: +1
HOMO level, eV: -14.34
Lowest unoccupied orbital energy, eV: -3.489
Orbital gap, eV: 10.853

Each line ends with the Mulliken charge.
Atoms and positions in Å:
C: -2.01 2.58 0.46  -1.0456
C: -0.64 2.05 0.65  -0.2251
C: -0.05 1.06 0.09  0.4943
C: 0.04 -3.34 0.31  -0.2225
C: 1.54 0.11 -1.41  -0.8071
N: 0.81 -2.46 0.79  -0.4812
N: 0.62 0.07 -0.29  -0.0404
H: -2.52 2.11 -0.38  0.3426
H: -1.98 3.66 0.31  0.3287
H: -0.03 2.57 1.39  0.3394
H: -0.74 -3.02 -0.38  0.2208
H: -2.59 2.39 1.37  0.3085
H: 0.08 -4.40 0.52  0.2652
H: 1.15 -0.51 -2.22  0.3220
H: 2.50 -0.30 -1.10  0.3086
H: 1.67 1.13 -1.77  0.3682
H: 1.52 -2.80 1.44  0.1803
H: 0.61 -0.89 0.22  0.3436

What should be chosen as the least stable of them? Choose run A.

Run A
# C5H11N2

An isolated ion of composition C5H11N2 and charge +1 (wB97M-V/def2-TZVPD, the Open Molecules 2025 dataset).

Charge: +1
HOMO level, eV: -14.68
Lowest unoccupied orbital energy, eV: -5.093
Orbital gap, eV: 9.592

Each line ends with the Mulliken charge.
Atoms and positions in Å:
C: 2.39 -0.13 0.32  -1.1098
C: 1.45 0.22 -0.95  -0.2712
C: 0.41 0.90 -0.34  0.3105
N: -0.17 1.32 0.73  -0.1096
N: -1.18 1.35 -0.38  -0.1919
C: -2.14 0.27 -0.25  -0.3107
C: -1.61 -1.07 0.38  -1.1351
H: 3.10 -0.73 -0.13  0.3868
H: 1.75 -0.72 0.93  0.3363
H: 2.74 0.76 0.77  0.3982
H: 1.32 -0.56 -1.69  0.3790
H: 1.99 0.98 -1.50  0.3046
H: -0.11 1.17 1.75  0.3318
H: -2.47 0.02 -1.34  0.2764
H: -3.06 0.56 0.27  0.3539
H: -0.76 -1.55 -0.17  0.2751
H: -1.27 -1.02 1.36  0.3868
H: -2.38 -1.77 0.25  0.3890

Run B
# C5H11N2

A 2-piece molecular cluster, C5H11N2 overall (wB97M-V/def2-TZVPD, the Open Molecules 2025 dataset).

Charge: +1
HOMO level (spin up / spin down), eV: -12.37 / -12.62
Lowest unoccupied orbital energy (spin up / spin down), eV: -6.223 / -4.521
Orbital gap (spin up / spin down), eV: 6.143 / 8.097

Each line ends with the Mulliken charge.
Atoms and positions in Å:
C: -0.22 -0.68 -0.25  -0.1222
C: 0.04 1.20 1.17  -0.5511
C: 1.32 1.32 0.45  -0.5783
C: 0.63 -0.11 0.79  0.9289
C: -1.09 0.30 -2.80  -0.7891
N: -1.19 -1.55 -0.07  -0.2391
N: 1.15 -0.89 1.86  -0.5192
H: 0.12 1.39 2.23  0.2660
H: -0.99 1.41 0.80  0.2266
H: 1.46 1.48 -0.63  0.2029
H: 2.13 1.55 1.13  0.2837
H: -1.72 1.11 -2.29  0.3280
H: -1.55 -0.66 -3.21  0.4044
H: -0.08 0.54 -3.12  0.3103
H: -1.55 -1.79 -0.97  0.2540
H: 1.07 -1.87 1.77  0.1572
H: 1.84 -0.53 2.49  0.1809
H: -1.36 -2.24 0.63  0.2561

What should be chosen as the least stable of them? Choose run B.

Run A
# C8H13NO2

A 2-piece molecular cluster, C8H13NO2 overall (wB97M-V/def2-TZVPD, the Open Molecules 2025 dataset).

HOMO level (spin up / spin down), eV: -8.77 / -8.77
Lowest unoccupied orbital energy (spin up / spin down), eV: 0.042 / 0.042
Orbital gap (spin up / spin down), eV: 8.810 / 8.811

Each line ends with the Mulliken charge.
Atoms and positions in Å:
C: 3.94 -0.52 -0.09  -0.4663
C: 3.23 -1.22 0.81  -0.5037
C: 2.91 0.46 -0.58  0.5584
C: -0.75 1.64 0.42  -1.4221
C: -2.32 -0.51 -0.11  -1.1238
C: 0.33 -1.53 -1.23  -1.5788
C: -0.90 0.13 0.21  0.8615
C: 0.15 -0.10 -0.82  -0.0355
N: 1.81 0.37 0.35  -0.1286
O: 2.86 1.11 -1.65  -0.6530
O: 2.03 -0.70 1.16  -0.3136
H: 4.83 -0.64 -0.55  0.5172
H: 3.36 -2.21 1.09  0.4372
H: -1.14 2.24 -0.46  0.3271
H: -1.24 2.00 1.29  0.4578
H: 0.38 1.80 0.55  0.3999
H: -2.63 -1.14 0.71  0.3243
H: -3.17 0.28 -0.36  0.2837
H: -2.27 -1.24 -0.96  0.2555
H: -0.49 -1.80 -1.79  0.4880
H: 1.27 -1.81 -1.66  0.3816
H: 0.33 -2.09 -0.31  0.3381
H: -0.61 -0.46 1.04  0.2172
H: 0.34 0.73 -1.66  0.3780

Run B
# C8H13NO2

One molecule with the formula C8H13NO2 (wB97M-V/def2-TZVPD, the Open Molecules 2025 dataset).

HOMO level, eV: -10.12
Lowest unoccupied orbital energy, eV: 0.674
Orbital gap, eV: 10.789

Each line ends with the Mulliken charge.
Atoms and positions in Å:
C: -2.19 0.73 0.35  -1.7736
C: -0.95 -0.08 0.48  1.8921
C: -0.75 -0.37 2.02  -1.5617
C: -1.17 -1.44 -0.25  -1.6709
C: 0.27 0.68 -0.10  -0.3944
O: 0.14 0.82 -1.49  -0.3775
C: 1.12 0.24 -2.20  0.5276
O: 1.24 0.25 -3.39  -0.5600
N: 2.07 -0.34 -1.37  -0.3333
C: 2.95 0.61 -0.68  -0.4426
C: 1.75 0.03 -0.04  -0.0012
H: -3.10 0.03 0.39  0.4046
H: -2.46 1.01 -0.73  0.3806
H: -2.23 1.68 0.89  0.3587
H: -1.71 -0.56 2.53  0.4542
H: -0.09 -1.24 2.35  0.3160
H: -0.20 0.61 2.36  0.3456
H: -1.81 -1.57 -1.18  0.2956
H: -1.82 -1.98 0.51  0.4622
H: -0.26 -2.08 -0.41  0.3242
H: 0.30 1.69 0.34  0.5799
H: 3.11 1.77 -0.77  0.2089
H: 3.90 0.12 -0.47  0.2574
H: 1.89 -0.63 0.87  0.3075

What should be chosen as the least stable of them? Choose run A.